Formula: C11H13CoF6NO
Source: the OMol25 dataset
Level of theory: the ωB97M-V functional and the def2-TZVPD basis

Output
* HOMO level (spin up / spin down): -0.120 / -0.107 hartree
* net charge: -1
* HOMO-LUMO gap (spin up / spin down): 6.405 / 5.659 eV
* spin multiplicity: 5
* energy: -2538.72214 Eh
* <S²>: 6.146

The geometry in XYZ format:
```
33
Properties=species:S:1:pos:R:3:nbo_charge:R:1
C -0.715 0.728 -3.126 -0.426
C 0.672 0.723 -2.740 -0.347
C 0.749 1.329 -1.432 -0.313
C -0.550 1.753 -1.057 -0.300
C -1.472 1.389 -2.108 -0.437
Co -0.794 -0.516 -1.368 0.925
N -3.485 0.570 0.144 -0.252
C 0.345 -1.924 -1.884 -0.574
C 1.693 -1.913 -1.596 -0.465
H 1.685 1.358 -0.840 0.226
H 1.506 0.273 -3.281 0.210
H -0.805 2.303 -0.165 0.229
H -2.476 1.732 -2.210 0.224
H -1.076 0.421 -4.117 0.211
H 2.499 -1.812 -2.351 0.181
H -0.360 -2.340 -1.047 0.187
H -3.121 -0.397 -0.009 0.222
H 2.035 -2.161 -0.599 0.204
H -0.203 -2.041 -2.883 0.210
C -0.937 -0.622 2.773 -0.641
C 0.118 -0.002 1.865 0.146
O -0.246 -0.213 0.571 -0.944
C 0.313 1.521 2.329 0.945
F 0.543 1.629 3.676 -0.348
F 1.336 2.164 1.716 -0.329
F -0.814 2.255 2.094 -0.337
C 1.460 -0.757 2.130 0.950
F 1.900 -0.669 3.414 -0.347
F 1.260 -2.088 1.897 -0.343
F 2.484 -0.373 1.336 -0.325
H -1.872 -0.063 2.654 0.225
H -0.587 -0.621 3.815 0.204
H -1.087 -1.637 2.398 0.227
```